DFT (ωB97M-V/def2-TZVPD) results for a cluster of 7 separate species, C36H66ClN12 in total.

Geometry as XYZ:
```
115
C36H66ClN12 | the OMol25 dataset | ωB97M-V/def2-TZVPD
C 0.4012 5.0727 -1.8028
C 0.2015 3.9192 -0.8067
N 0.9623 4.0688 0.4331
C 1.1620 3.0634 1.3270
C 2.0748 3.4837 2.2393
N 2.3995 4.7852 1.9180
C 1.6651 5.1376 0.8505
C 3.1561 5.7027 2.8012
H -0.0111 4.8005 -2.7749
H 1.4168 5.4409 -1.9502
H -0.1686 5.9825 -1.5921
H 0.5347 2.9913 -1.2638
H -0.8584 3.9305 -0.5559
H 0.6937 2.0864 1.3843
H 2.5494 2.9536 3.0458
H 1.7062 6.0275 0.2433
H 3.1005 6.7353 2.4788
H 4.1599 5.3197 2.9677
H 2.6561 5.5907 3.7644
C -4.1380 2.5266 1.4830
C -3.4970 1.4149 0.6534
N -4.2988 1.0922 -0.5576
C -4.6756 2.0037 -1.4983
C -5.4238 1.3542 -2.4509
N -5.4935 0.0401 -2.0570
C -4.8729 -0.0692 -0.8645
C -6.3444 -1.0013 -2.6451
H -4.0919 3.4344 0.8853
H -3.4873 2.6562 2.3469
H -5.1165 2.1615 1.7797
H -3.5379 0.4841 1.2273
H -2.4320 1.4677 0.4037
H -4.4454 3.0480 -1.3702
H -5.9635 1.6037 -3.3512
H -4.9399 -0.8838 -0.1618
H -7.3776 -0.7151 -2.4342
H -6.1351 -1.9165 -2.1031
H -6.2569 -0.9521 -3.7270
C 0.1363 -3.9370 -2.8156
C -0.7574 -5.0380 -2.2421
N -0.9158 -4.9173 -0.7949
C -0.4629 -5.8333 0.1249
C -0.7388 -5.3316 1.3619
N -1.5053 -4.1738 1.1761
C -1.4517 -3.9035 -0.1234
C -1.9835 -3.2638 2.2067
H 0.2719 -3.1238 -2.1046
H -0.1742 -3.5005 -3.7623
H 1.0341 -4.5092 -3.0640
H -0.4016 -6.0450 -2.4469
H -1.7285 -5.0215 -2.7444
H 0.0579 -6.7290 -0.1697
H -0.5981 -5.7124 2.3600
H -2.1037 -3.1522 -0.5422
H -1.7227 -2.2715 1.8338
H -1.3615 -3.4591 3.0818
H -3.0072 -3.4542 2.5184
C 1.7761 0.3329 -7.6831
C 0.7455 -0.6673 -7.1828
N 0.2577 -0.3639 -5.8593
C 0.7568 -0.8045 -4.6481
C 0.1517 -0.1255 -3.6390
N -0.8572 0.5911 -4.2531
C -0.7590 0.4746 -5.5869
C -1.7282 1.5429 -3.5595
H 2.2982 0.1443 -8.6189
H 2.6291 0.3613 -6.9957
H 1.3603 1.3424 -7.6898
H 1.3088 -1.5947 -7.0527
H -0.0878 -0.8092 -7.8679
H 1.5467 -1.5374 -4.6593
H 0.1429 -0.1439 -2.5548
H -1.3913 0.8156 -6.3926
H -2.7729 1.2639 -3.6818
H -1.6016 2.5182 -4.0252
H -1.5003 1.5403 -2.4966
C 6.6130 -4.6722 -1.7359
C 6.8570 -3.4996 -0.7509
N 5.7217 -3.3046 0.1713
C 5.7841 -2.6089 1.3579
C 4.5066 -2.5772 1.8799
N 3.6688 -3.1374 0.9251
C 4.4410 -3.5489 -0.0726
C 2.2272 -3.1565 1.0033
H 5.9274 -4.3155 -2.5078
H 5.9998 -5.4278 -1.2384
H 7.5313 -5.1028 -2.1148
H 7.0719 -2.5898 -1.3064
H 7.7101 -3.7368 -0.1189
H 6.6191 -2.1428 1.8541
H 4.0838 -1.9965 2.6804
H 4.1617 -4.0496 -0.9853
H 1.8137 -2.1457 1.1502
H 1.9205 -3.6653 1.9141
H 1.6356 -3.2911 0.0980
C -1.2819 4.6398 7.0785
C -0.3068 3.4566 7.1058
N -0.7122 2.3687 6.1856
C -1.9724 1.8980 5.9161
C -1.8308 0.8078 5.1022
N -0.4888 0.6475 4.8399
C 0.1621 1.6196 5.5111
C 0.0713 -0.3726 4.0070
H -0.9191 5.2919 7.8756
H -2.3074 4.3532 7.2938
H -1.2795 5.2872 6.2000
H -0.5446 3.0458 8.0913
H 0.7696 3.5725 7.0422
H -2.8717 2.3295 6.3194
H -2.5353 0.1075 4.6878
H 1.2315 1.7410 5.5041
H -0.4953 -1.2908 4.1322
H 1.1401 -0.5351 4.1299
H -0.0032 -0.0069 2.9651
Cl -0.2559 -0.3381 0.1371
```

## Properties
Energy above the lowest of the compared OMol25 structures with the same formula, charge and spin ... 4.768 eV
Gap between HOMO and LUMO ... 9.782 eV
E_HOMO ... -19.65 eV
Net charge ... +5

Results of the Mulliken charge analysis, in e, for atoms 1 through 99: -1.698, 0.377, 0.310, -0.566, -0.636, 0.090, -0.188, -0.789, 0.294, 0.450, 0.450, 0.324, 0.044, 0.448, 0.579, 0.449, 0.333, 0.323, 0.347, -1.184, -0.135, 0.422, -0.282, -0.840, 0.074, -0.054, -0.802, 0.408, 0.375, 0.378, 0.124, 0.016, 0.473, 0.521, 0.471, 0.398, 0.283, 0.323, -0.691, -0.680, 0.214, -0.387, -0.523, 0.369, -0.474, -0.857, 0.175, 0.375, 0.310, 0.368, 0.317, 0.466, 0.540, 0.519, 0.270, 0.360, 0.286, -1.070, -0.476, 0.174, -0.614, -0.209, 0.277, -0.096, -0.770, 0.393, 0.321, 0.321, 0.241, 0.398, 0.592, 0.156, 0.462, 0.276, 0.408, 0.157, -1.282, -0.194, 0.158, -0.499, -0.353, 0.242, -0.268, -0.647, 0.358, 0.385, 0.351, 0.302, 0.397, 0.437, 0.382, 0.506, 0.230, 0.519, -0.036, -1.227, -0.297, 0.155, -0.417


DFT (ωB97M-V/def2-TZVPD) results for a cluster of 5 separate species, C36H67BBrN2O14P2 in total.

Geometry as XYZ:
```
123
C36H67BBrN2O14P2 | the OMol25 dataset | ωB97M-V/def2-TZVPD
C 3.4007 -1.5220 1.4124
C 2.6809 -2.2389 0.7757
C 1.7660 -3.0803 0.0142
C 1.6126 -2.7650 -1.4828
C 0.4556 -1.8373 -1.8702
P 0.5905 0.0776 -1.8372
O 0.3625 -0.0494 -0.0883
C 0.6506 1.9720 -1.5204
C -0.4990 2.6452 -0.7701
C -1.2866 0.0865 -2.3289
C -1.7242 0.6682 -3.6793
C -1.7438 2.1704 -3.8899
Br -3.4191 2.9734 -3.2497
O 2.3513 0.0394 -1.4941
C 3.1956 0.4789 -2.5099
C 3.7684 1.8844 -2.2100
C 4.9930 2.3143 -3.0430
C 6.2216 2.7029 -2.2041
P 4.6945 -0.6434 -2.2843
N 5.5296 -1.1739 -3.5305
C 2.4048 0.3930 -3.8661
C 2.7852 -0.7160 -4.8473
O 2.5513 -1.9922 -4.3106
C 3.2353 -3.0216 -4.9957
C 2.4431 -4.3163 -4.8496
O 3.2904 -5.4422 -4.6630
C 3.9184 -5.8914 -5.8427
C 5.3632 -6.2748 -5.5519
B 2.3622 1.6894 -4.8201
N 3.4460 1.9479 -5.7666
O 1.3157 2.6022 -4.7870
O 1.0345 0.1863 -3.5118
H 4.0146 -0.8768 1.9851
H 0.7937 -3.0856 0.5037
H 2.1427 -4.1024 0.0932
H 1.3625 -3.7340 -1.9292
H 2.5457 -2.4890 -1.9414
H -0.3305 -2.0918 -1.1590
H 0.1603 -2.1400 -2.8747
H -0.5726 -0.1702 0.0984
H 0.8561 2.5394 -2.4286
H 1.5159 2.1166 -0.8801
H -0.5422 2.3169 0.2661
H -1.4816 2.5114 -1.2083
H -0.3277 3.7260 -0.7446
H -1.9110 0.5104 -1.5396
H -1.6141 -0.9508 -2.3867
H -1.1996 0.1910 -4.5041
H -2.7666 0.3630 -3.8212
H -0.9155 2.7173 -3.4657
H -1.7726 2.3868 -4.9546
H 4.0672 1.8405 -1.1611
H 2.9731 2.6227 -2.2500
H 5.2552 1.5836 -3.8012
H 4.7098 3.2015 -3.6059
H 5.9586 2.8748 -1.1631
H 6.9656 1.9052 -2.2129
H 6.7131 3.5830 -2.6112
H 4.2372 -1.6717 -1.4633
H 5.5060 0.1131 -1.4154
H 6.4889 -0.8508 -3.5210
H 3.8234 -0.6004 -5.1508
H 2.1621 -0.5911 -5.7510
H 4.2408 -3.1352 -4.5880
H 3.3460 -2.7619 -6.0546
H 1.8298 -4.4798 -5.7418
H 1.7876 -4.2510 -3.9874
H 3.3847 -6.7630 -6.2385
H 3.8977 -5.1249 -6.6192
H 5.4538 -7.3144 -5.2467
H 5.7444 -5.6359 -4.7604
H 5.9871 -6.1325 -6.4330
H 3.2806 2.8434 -6.2169
H 3.4942 1.2568 -6.5078
H 0.5922 2.3342 -5.3596
O -7.7079 4.4677 2.2274
C -7.2618 3.9637 1.2338
O -6.4632 4.6361 0.3842
C -6.1678 3.8290 -0.7753
C -6.3891 2.3908 -0.3235
C -7.4995 2.5589 0.7123
H -6.8475 4.1232 -1.5776
H -5.1457 4.0152 -1.0878
H -6.6350 1.7220 -1.1446
H -5.4857 2.0147 0.1569
H -8.4935 2.5305 0.2616
H -7.4539 1.8408 1.5262
O -6.9531 2.7251 7.9815
C -6.9743 3.6800 7.2579
O -5.9259 4.5252 7.1533
C -6.2608 5.6371 6.2982
C -7.4086 5.1388 5.4285
C -8.1060 4.1592 6.3706
H -6.5491 6.4770 6.9342
H -5.3760 5.9132 5.7311
H -8.0450 5.9399 5.0614
H -7.0203 4.6056 4.5636
H -8.8477 4.6476 7.0060
H -8.5677 3.3189 5.8601
O -3.2500 4.9064 12.9426
C -3.6827 4.1706 12.1029
O -4.1606 4.6162 10.9225
C -4.7104 3.5235 10.1525
C -4.0349 2.2749 10.7055
C -3.8162 2.6588 12.1674
H -5.7907 3.5085 10.2968
H -4.5056 3.6976 9.1026
H -4.6286 1.3758 10.5584
H -3.0715 2.1283 10.2155
H -4.6806 2.4220 12.7905
H -2.9251 2.2212 12.6084
O 1.5118 -6.9196 2.0750
C 2.5836 -7.1485 1.6011
O 2.9657 -6.6789 0.3909
C 4.2554 -7.1935 0.0305
C 4.9120 -7.5837 1.3507
C 3.7023 -7.9943 2.1880
H 4.1106 -8.0504 -0.6315
H 4.7933 -6.4185 -0.5093
H 5.6662 -8.3600 1.2372
H 5.3885 -6.7100 1.7965
H 3.4409 -9.0451 2.0509
H 3.8126 -7.7862 3.2484
```

## Properties
Gap between HOMO and LUMO ... 6.732 eV
E_HOMO ... -4.76 eV
Net charge ... -1

Results of the Mulliken charge analysis, in e, for atoms 1 through 99: -0.218, -0.279, -0.703, 0.612, -1.453, 1.723, -0.767, -0.633, -1.728, -0.613, -0.715, -0.801, -0.219, -0.964, 1.060, -1.638, -0.382, -1.420, -0.044, -0.738, 1.058, -2.882, 0.019, -0.444, -0.574, -0.388, -0.219, -1.198, 1.057, -0.556, -0.696, -0.210, 0.421, 0.348, 0.050, 0.100, -0.493, 0.760, 0.431, 0.432, 0.285, 0.411, 0.362, 0.097, 0.404, 0.480, 0.412, 0.043, 0.614, 0.302, 0.454, 0.836, 0.298, 0.366, 0.438, 0.327, 0.296, 0.407, 0.103, 0.059, 0.215, 0.674, 0.807, 0.277, 0.388, 0.286, 0.109, 0.369, 0.270, 0.307, 0.329, 0.338, 0.137, 0.249, 0.212, -0.604, 0.540, -0.349, -0.322, -0.436, -0.403, 0.198, 0.212, 0.342, 0.234, 0.249, 0.285, -0.587, 0.535, -0.323, -0.516, -0.247, -0.507, 0.256, 0.339, 0.406, 0.091, 0.253, 0.306